# C43H43N3NiOPSSb2

A molecular structure, C43H43N3NiOPSSb2 (ωB97M-V with the def2-TZVPD basis set, the OMol25 dataset).

Geometry as XYZ:
```
95
Properties=species:S:1:pos:R:3:forces:R:3
Ni -0.42062 -0.32967 -0.42320 -0.294 -0.181 0.156
C 4.08410 -1.56559 -2.50045 0.031 -0.021 -0.069
Sb 2.74519 -1.16936 -0.88542 -0.063 -0.037 0.152
C 2.63847 -3.20484 -0.19735 0.001 -0.098 0.078
C 4.26158 -0.45258 0.49424 0.123 0.038 -0.035
C 4.81759 0.83400 -0.03141 0.006 -0.014 0.056
C 5.94531 0.78940 -0.85264 0.004 0.002 -0.040
C 6.47893 1.92862 -1.42786 0.013 -0.007 -0.008
C 5.89022 3.15922 -1.17803 -0.017 0.005 0.014
C 4.78717 3.22394 -0.34511 0.011 0.012 -0.037
C 4.23129 2.08248 0.23516 -0.003 -0.002 0.045
C 3.06593 2.25379 1.16185 0.044 -0.042 0.005
Sb 1.09037 2.03938 0.29085 -0.106 -0.051 -0.226
C 1.41173 3.56126 -1.17600 -0.012 0.062 -0.056
C 0.09688 3.22676 1.77124 0.044 0.061 0.122
H 4.49764 -0.62982 -2.87011 0.008 0.013 -0.018
H 3.52820 -2.04796 -3.30297 -0.016 -0.004 -0.007
H 4.89436 -2.21935 -2.17995 0.008 -0.010 0.024
H 3.42771 -3.42260 0.52283 0.010 0.030 0.003
H 2.74670 -3.87402 -1.05019 -0.005 0.008 -0.020
H 1.67114 -3.39769 0.26715 0.006 -0.004 0.009
H 5.03968 -1.21400 0.55999 -0.002 -0.004 0.014
H 3.80002 -0.34751 1.47364 -0.044 -0.001 0.009
H 6.41413 -0.16987 -1.03732 0.005 -0.016 -0.006
H 7.35546 1.85641 -2.05795 0.005 0.004 -0.004
H 6.29780 4.06284 -1.61073 0.006 0.008 -0.002
H 4.34712 4.18865 -0.11987 -0.008 0.012 0.001
H 3.05545 3.27657 1.54138 -0.014 -0.003 0.040
H 3.11335 1.58296 2.01933 -0.027 -0.026 -0.014
H 1.59547 4.51370 -0.67911 -0.001 0.013 -0.008
H 0.56113 3.66367 -1.84734 -0.001 -0.018 0.010
H 2.28696 3.29559 -1.76770 0.016 -0.015 0.006
H 0.59594 4.18982 1.88011 0.029 -0.001 -0.026
H 0.12101 2.70991 2.73058 0.016 -0.018 -0.002
H -0.94001 3.39557 1.49170 0.004 -0.015 0.025
N -0.01922 -3.11948 2.76247 -0.029 0.057 0.072
C 1.25819 -2.91028 3.33918 -0.088 -0.009 -0.059
C 1.97772 -3.97038 3.86187 0.070 0.019 0.014
C 3.23145 -3.73829 4.41002 -0.002 0.014 -0.004
C 3.77259 -2.46134 4.40528 -0.012 -0.025 -0.005
C 3.05940 -1.40935 3.84878 -0.040 -0.006 -0.032
C 1.79126 -1.63143 3.33073 0.137 -0.013 0.098
S 0.79924 -0.31542 2.71074 -0.047 -0.034 -0.010
N -0.10115 -1.13324 1.49515 0.062 0.187 0.064
C -0.46925 -2.34585 1.73646 -0.117 -0.108 -0.101
C -1.52038 -2.90674 0.85880 0.027 0.052 0.008
C -2.48730 -3.71064 1.29909 0.113 0.058 -0.032
C -3.72118 -3.91962 0.49023 -0.002 -0.076 0.036
C -3.59950 -3.46972 -0.98369 0.029 0.088 -0.030
C -2.34174 -2.72103 -1.29403 0.053 0.001 -0.018
N -1.45512 -2.36892 -0.45253 0.154 -0.053 -0.109
H -0.31456 -4.08268 2.72373 0.006 0.000 0.011
H 1.56284 -4.97080 3.84926 -0.023 -0.008 -0.009
H 3.78784 -4.56138 4.83605 0.003 -0.011 0.000
H 4.75065 -2.28276 4.82902 0.008 0.005 0.006
H 3.48123 -0.41261 3.83397 -0.005 0.025 0.004
H -2.46529 -4.08074 2.31739 -0.035 -0.001 0.003
H -4.11796 -4.92655 0.60556 0.035 -0.005 0.016
H -3.78237 -4.22787 -1.74432 -0.010 -0.016 0.019
H -2.20888 -2.37222 -2.31550 0.009 -0.010 -0.022
O 0.22084 -1.18943 -2.77139 -0.067 0.046 0.146
C -0.50885 -0.37710 -2.25921 -0.119 0.276 -0.488
C -1.51324 0.37594 -3.09402 0.138 -0.072 0.138
C -1.44922 0.34978 -4.48473 -0.043 0.070 -0.002
C -2.40606 1.03549 -5.21237 0.014 0.002 0.020
C -3.42314 1.73119 -4.56009 -0.006 0.006 -0.029
C -3.49368 1.74492 -3.17693 0.048 -0.040 0.033
C -2.53122 1.05720 -2.44073 -0.024 -0.007 -0.129
P -2.48702 0.91829 -0.64414 0.110 -0.098 0.166
C -3.77848 -0.26567 -0.19771 -0.054 0.002 0.014
C -3.87511 -0.60122 1.23950 -0.031 -0.010 0.023
C -4.42860 -1.73108 1.66485 -0.009 0.031 0.021
C -4.83416 -2.82263 0.73151 -0.018 -0.015 0.031
C -4.78737 -2.44812 -0.77878 -0.057 -0.065 -0.053
C -4.34789 -1.05479 -1.11424 0.100 0.039 -0.002
C -3.02269 2.56539 -0.09704 -0.014 -0.036 0.052
C -4.02972 2.76180 0.84374 -0.035 0.051 0.019
C -4.34535 4.04470 1.27096 0.022 0.020 -0.020
C -3.66798 5.13983 0.75593 -0.013 -0.006 0.005
C -2.68069 4.95300 -0.20235 -0.013 -0.003 -0.010
C -2.35933 3.67367 -0.62307 0.022 0.027 -0.044
H -0.64877 -0.19201 -4.96982 0.007 -0.015 -0.001
H -2.36257 1.03893 -6.29324 -0.002 0.000 -0.009
H -4.16335 2.26622 -5.14017 -0.006 0.003 -0.004
H -4.28332 2.28778 -2.67235 -0.008 -0.004 0.005
H -3.51876 0.12215 1.96348 0.015 0.028 -0.007
H -4.53369 -1.90698 2.72926 -0.020 -0.026 0.008
H -5.77798 -3.26646 1.04632 0.005 0.003 -0.003
H -5.67401 -2.75152 -1.33279 -0.017 0.038 0.011
H -4.29952 -0.79597 -2.16646 -0.004 -0.004 -0.011
H -4.59378 1.92803 1.23804 0.017 -0.038 -0.006
H -5.13058 4.18659 2.00122 -0.005 0.002 0.008
H -3.91627 6.13783 1.09114 -0.005 0.003 0.000
H -2.15921 5.80339 -0.62150 -0.001 0.005 -0.001
H -1.59111 3.54052 -1.37588 0.002 -0.026 0.009
```
Forces are in eV/Å.

* E: -4631.92291 Ha
* energy relative to the best compared isomer or geometry (same formula, charge and spin): 0.0 kJ/mol
* net charge: +1
* lowest unoccupied orbital energy (spin up / spin down): -0.10636 / -0.10641 Ha